# C31H55N3OS

C31H55N3OS in the gas phase (ωB97M-V/def2-TZVPD, the Open Molecules 2025 dataset).

Geometry as XYZ:
```
91
Properties=species:S:1:pos:R:3:forces:R:3:mulliken_charge:R:1
C 1.064 -5.138 0.203 -0.343 -0.361 -0.604 -0.820
C -0.194 -4.730 -0.820 0.232 -1.483 1.555 -0.443
S 0.003 -3.036 -1.601 -0.347 -0.292 0.506 -0.169
C -0.835 -1.694 -0.586 -0.229 0.898 1.208 -0.463
C -2.055 -0.913 -1.355 -1.273 0.388 -0.232 -0.233
C -2.506 0.446 -0.493 2.148 -0.358 -0.718 -0.527
C -3.418 -0.156 0.730 1.543 1.069 0.114 1.178
C -2.773 -0.357 2.224 0.642 0.044 0.983 -1.006
C -1.284 0.294 2.434 -0.021 0.986 0.759 -0.279
C -1.250 1.952 2.316 0.566 0.174 -0.698 -0.596
C 0.305 2.403 1.900 -1.042 -0.134 1.084 -0.520
C 1.333 1.781 3.021 1.014 0.485 -0.873 -0.454
C 2.872 2.367 2.745 -0.408 -1.481 0.455 -0.454
C 3.902 1.356 3.571 -0.089 0.914 -0.318 -0.538
C 5.422 2.033 3.623 -0.629 -0.903 0.753 -0.471
C 6.453 1.365 2.534 -0.547 -0.348 -0.109 -0.677
C 6.701 2.258 1.182 1.075 0.430 0.366 -0.432
C 7.844 1.602 0.153 -0.803 -0.158 0.424 -0.598
C 7.103 0.994 -1.193 -0.594 -0.497 1.237 -0.541
N 6.742 2.049 -2.228 -0.305 2.026 -2.377 0.187
C 6.734 3.549 -1.966 -1.670 -0.038 -4.775 -0.101
C 6.233 4.339 -3.336 1.145 -6.276 1.855 -0.472
C 6.010 3.111 -4.400 1.207 -0.722 4.095 -0.369
C 6.334 1.660 -3.661 -0.283 6.281 0.363 -0.389
N -4.421 0.955 0.959 -5.019 -3.386 -1.805 -0.459
C -5.693 0.477 1.159 1.703 1.139 -0.819 0.663
C -6.161 -0.636 2.268 0.168 -0.879 -0.983 -0.940
C -6.899 1.134 0.207 -0.330 0.613 2.032 -0.936
O -3.915 -1.424 0.100 -0.166 0.221 0.094 -0.621
C -3.575 -1.611 -1.349 2.484 1.249 0.914 0.283
C -3.541 -3.201 -1.863 0.189 -0.446 0.253 -0.065
C -2.987 -3.365 -3.404 0.266 0.213 -1.177 -0.871
N -4.318 -0.689 -2.290 -3.790 -4.479 -1.668 -0.275
C -5.523 -1.210 -2.692 1.867 1.004 0.122 0.570
C -6.683 -1.857 -1.732 -0.140 -0.574 -0.563 -0.847
C -5.872 -1.135 -4.323 0.255 2.036 1.368 -1.083
H 1.903 -5.663 -0.444 -1.516 1.414 1.439 0.233
H 1.432 -4.153 0.717 -0.514 -2.121 -0.887 0.238
H 0.720 -5.959 0.998 0.630 1.968 -1.658 0.279
H -1.168 -4.869 -0.177 1.672 0.552 -1.522 0.274
H -0.195 -5.524 -1.684 -0.210 1.749 1.504 0.369
H -1.131 -2.140 0.469 0.356 0.942 -2.194 0.085
H 0.002 -0.871 -0.371 -1.743 -1.851 -0.523 0.223
H -1.731 -0.692 -2.478 -0.701 -0.316 2.538 0.487
H -1.466 0.937 -0.275 -2.032 -0.781 0.431 -0.036
H -3.070 1.300 -1.081 0.775 -2.302 1.067 0.221
H -2.740 -1.465 2.607 -0.106 1.876 -1.102 0.232
H -3.496 0.221 2.978 1.631 -1.312 -1.685 0.290
H -0.472 -0.101 1.686 -1.725 0.502 1.441 -0.112
H -0.925 0.061 3.548 -0.742 0.224 -2.497 0.401
H -2.040 2.346 1.515 1.756 -0.907 1.730 0.178
H -1.471 2.500 3.326 0.207 -1.291 -1.746 0.462
H 0.372 3.590 1.969 -0.045 -2.552 -0.371 0.317
H 0.527 2.030 0.806 -0.205 0.767 2.190 0.191
H 1.445 0.604 2.972 -0.508 2.420 -0.030 0.248
H 0.973 2.060 4.107 0.704 -0.459 -2.142 0.181
H 2.982 3.488 3.064 -0.193 -2.169 -0.464 0.330
H 3.122 2.278 1.600 -0.551 0.252 2.151 0.117
H 3.464 1.165 4.658 1.001 0.548 -2.223 0.299
H 3.920 0.308 3.029 0.018 2.119 1.040 0.252
H 5.281 3.192 3.523 0.535 -2.184 0.059 0.307
H 5.832 1.802 4.707 -0.656 0.628 -2.228 0.308
H 7.435 1.082 3.118 -1.687 0.762 -1.497 0.329
H 5.968 0.347 2.190 1.015 1.877 0.684 0.215
H 5.692 2.424 0.610 1.899 -0.236 1.155 0.231
H 7.161 3.301 1.511 -1.283 -1.988 -0.603 0.234
H 8.325 0.699 0.765 -0.800 1.954 -1.607 0.316
H 8.655 2.437 -0.100 -1.700 -2.088 0.397 0.314
H 7.717 0.095 -1.652 -1.181 2.149 0.640 0.348
H 6.065 0.551 -0.809 2.238 0.741 -0.779 0.258
H 7.012 4.106 -0.967 -0.596 -1.875 -2.166 0.216
H 6.094 5.498 -3.432 0.335 -2.734 0.113 0.288
H 5.670 3.290 -5.512 0.784 -0.699 2.574 0.265
H 6.273 0.588 -4.151 0.291 2.505 1.656 0.288
H -5.335 -1.438 2.505 -1.477 1.766 -0.604 0.212
H -7.086 -1.240 1.835 1.770 1.409 1.108 0.330
H -6.426 -0.102 3.279 0.355 -0.836 -2.126 0.324
H -6.480 1.650 -0.756 -0.649 -1.138 2.081 0.228
H -7.434 1.932 0.916 0.969 -1.452 -1.753 0.339
H -7.745 0.344 -0.051 2.052 1.506 0.633 0.194
H -2.817 -3.847 -1.179 -1.636 1.679 -1.217 -0.161
H -4.593 -3.714 -1.823 1.864 1.221 0.158 0.380
H -3.756 -3.939 -4.113 1.444 1.326 1.702 0.230
H -2.768 -2.311 -3.920 -0.558 -2.308 1.248 0.245
H -1.979 -3.984 -3.485 -2.168 1.401 0.496 0.181
H -7.129 -2.850 -2.220 1.034 2.120 1.000 0.316
H -6.354 -2.080 -0.631 -0.303 0.526 -2.228 0.096
H -7.577 -1.094 -1.687 1.837 -1.371 -0.267 0.300
H -6.904 -0.588 -4.410 1.701 -1.427 -0.194 0.360
H -5.068 -0.391 -4.796 -1.664 -1.884 1.028 0.290
H -5.829 -2.186 -4.836 -0.204 2.021 1.229 0.228
```
Positions in Å, forces in eV/Å.

Calculated values
Total energy ... -50371.8216 eV
Largest force on an atom ... 6.64 eV/A
Energy relative to the best compared isomer or geometry (same formula, charge and spin) ... 434.05 kcal/mol
LUMO level ... 0.5 eV